# 1
Entry from the Open Molecules 2025 dataset: a 4-piece molecular cluster, C36H72N3O8S3 overall (ωB97M-V/def2-TZVPD).

The geometry in XYZ format:
```
122
Properties=species:S:1:pos:R:3:mulliken_spin:R:1
C 0.3931 -2.0724 2.1544 0.0033
C -1.0569 -1.7662 1.7885 -0.0006
O -1.0492 -0.8601 0.7022 0.0010
C -2.2376 -0.7628 -0.0334 0.0005
C -1.9993 0.0340 -1.3137 -0.0003
C -1.3727 -0.7147 -2.4834 0.0001
O -1.5162 0.1651 -3.6389 0.0003
S -0.2573 0.2183 -4.5803 0.0008
O 0.4023 1.4763 -4.4132 0.0000
O -0.5782 -0.2334 -5.8983 -0.0001
O 0.5307 -0.9605 -3.8679 -0.0002
C 0.1284 -1.1370 -2.4906 0.0023
S 1.2621 -0.1983 -1.4028 -0.0046
C 0.4231 -2.6086 -2.1465 0.0000
S -0.7639 -3.8444 -2.7475 0.0001
C -1.3291 -4.5583 -1.1780 0.0000
C -2.0125 -5.8983 -1.4517 0.0000
H 1.0388 -1.9262 1.2848 0.0005
H 0.7431 -1.3998 2.9419 0.0001
H 0.4822 -3.0949 2.5305 -0.0007
H -1.5619 -1.2921 2.6420 0.0000
H -1.6240 -2.6740 1.5369 0.0001
H -2.6550 -1.7585 -0.2553 0.0000
H -3.0008 -0.2198 0.5464 0.0000
H -2.9953 0.3226 -1.6725 -0.0003
H -1.4611 0.9565 -1.0855 -0.0003
H -2.0142 -1.5673 -2.7251 0.0000
H 0.7412 1.0264 -1.5490 0.0057
H 1.3865 -2.8431 -2.6042 0.0001
H 0.5050 -2.6964 -1.0614 -0.0002
H -2.0441 -3.8759 -0.7087 0.0000
H -0.4778 -4.6695 -0.5009 0.0000
H -2.2475 -6.3879 -0.5016 0.0000
H -1.3803 -6.5610 -2.0454 0.0000
H -2.9626 -5.7464 -1.9723 0.0000
C 4.5966 -2.5359 6.4343 0.0171
C 3.7370 -1.4236 5.7992 -0.0070
C 4.4729 -0.0761 5.8038 0.0485
C 4.5527 0.5874 7.1761 -0.0216
C 3.1670 0.6962 7.8087 0.0366
C 2.4450 -0.6523 7.8916 0.0063
N 2.4294 -1.2574 6.5180 0.4187
O 1.5051 -0.7724 5.7751 0.5173
C 3.1253 -1.5607 8.9207 0.0162
C 1.0019 -0.4602 8.3429 -0.0075
C 3.4295 -1.8237 4.3622 -0.0276
H 3.9969 -3.1966 7.0572 -0.0114
H 5.0385 -3.1513 5.6514 0.0025
H 5.4137 -2.1439 7.0395 -0.0002
H 3.9557 0.6009 5.1161 -0.0143
H 5.4739 -0.2381 5.3948 0.0049
H 5.2346 0.0405 7.8328 -0.0004
H 4.9780 1.5867 7.0641 0.0001
H 3.2325 1.1142 8.8164 0.0011
H 2.5558 1.3838 7.2158 0.0041
H 2.6620 -2.5482 8.9304 -0.0089
H 2.9926 -1.1159 9.9076 0.0005
H 4.1927 -1.6834 8.7653 0.0011
H 0.4665 0.2327 7.6998 0.0005
H 1.0041 -0.0635 9.3595 0.0004
H 0.4677 -1.4110 8.3435 -0.0003
H 2.8437 -2.7434 4.3261 -0.0017
H 4.3707 -1.9912 3.8352 -0.0008
H 2.8795 -1.0461 3.8392 0.0198
C 5.2506 4.3964 0.3282 0.0181
C 3.7241 4.2554 0.1614 0.0043
C 2.9783 5.4335 0.8037 0.0323
C 2.9544 5.4026 2.3298 -0.0233
C 2.4336 4.0606 2.8395 0.0322
C 3.2165 2.8702 2.2781 0.0029
N 3.2243 2.9834 0.7780 0.4165
O 2.1338 2.5678 0.2511 0.5147
C 4.6303 2.8332 2.8666 0.0339
C 2.5387 1.5551 2.6540 -0.0344
C 3.4123 4.2096 -1.3315 -0.0037
H 5.7159 3.4399 0.5590 -0.0110
H 5.6915 4.7475 -0.6040 0.0011
H 5.5259 5.1076 1.1069 0.0005
H 1.9477 5.4301 0.4359 0.0027
H 3.4394 6.3577 0.4452 0.0010
H 3.9474 5.6109 2.7375 -0.0016
H 2.3054 6.2025 2.6913 0.0018
H 2.4754 4.0162 3.9309 -0.0001
H 1.3826 3.9531 2.5549 0.0016
H 5.2162 2.0320 2.4136 -0.0139
H 4.5485 2.6297 3.9355 -0.0014
H 5.1794 3.7641 2.7580 0.0019
H 1.5017 1.5247 2.3317 0.0130
H 2.5681 1.4422 3.7397 0.0104
H 3.0608 0.7092 2.2029 -0.0045
H 3.8734 3.3393 -1.8003 -0.0026
H 3.8211 5.1103 -1.7923 -0.0002
H 2.3438 4.1748 -1.5248 0.0078
C -3.7986 0.2868 -7.2558 0.0267
C -4.5274 -0.9162 -6.6218 0.0175
C -4.8583 -1.9834 -7.6742 0.0378
C -6.0051 -1.6059 -8.6084 -0.0218
C -7.2414 -1.1921 -7.8134 0.0342
C -6.9541 -0.0667 -6.8145 -0.0095
N -5.8034 -0.4929 -5.9496 0.4212
O -6.1635 -1.2763 -5.0025 0.5262
C -6.6759 1.2457 -7.5548 0.0185
C -8.1624 0.1722 -5.9161 -0.0062
C -3.6121 -1.5144 -5.5626 -0.0387
H -4.1492 1.2290 -6.8387 -0.0157
H -2.7317 0.2205 -7.0479 -0.0004
H -3.9187 0.3271 -8.3387 0.0001
H -5.1199 -2.9110 -7.1554 0.0024
H -3.9472 -2.1844 -8.2436 -0.0006
H -5.7021 -0.8079 -9.2914 -0.0006
H -6.2507 -2.4646 -9.2364 0.0016
H -8.0405 -0.8624 -8.4826 0.0009
H -7.6206 -2.0591 -7.2639 0.0048
H -6.3977 2.0333 -6.8533 -0.0095
H -7.5925 1.5517 -8.0610 0.0007
H -5.9002 1.1705 -8.3102 0.0018
H -8.4716 -0.7356 -5.4054 0.0022
H -8.9907 0.5269 -6.5320 0.0005
H -7.9401 0.9305 -5.1643 -0.0032
H -3.4238 -0.8030 -4.7597 0.0076
H -2.6571 -1.7809 -6.0153 -0.0017
H -4.0453 -2.4159 -5.1336 0.0019
```

Computed properties:
Spin multiplicity = 4
<S²> = 3.762
Charge = 0
Highest occupied orbital energy (alpha / beta) = -7.80 / -8.87 eV
Calculated total energy = -91850.6876 eV
Frontier orbital gap (alpha / beta) = 8.37 / 9.27 eV

=====

# 2
Entry from the Open Molecules 2025 dataset: a 9-piece molecular cluster, C36H72O18S9 overall in a non-equilibrium geometry (ωB97M-V/def2-TZVPD).

The geometry in XYZ format:
```
135
Properties=species:S:1:pos:R:3:lowdin_charge:R:1
C 6.3101 0.9164 -2.4638 -0.1971
C 7.7834 0.4337 -2.1987 -0.1795
C 7.5889 -0.5097 -1.0151 -0.2128
S 6.3096 0.2312 0.1249 0.6964
O 7.0240 1.1944 0.8925 -0.3170
O 5.4167 -0.7614 0.7919 -0.3642
C 5.4097 1.0220 -1.1983 -0.2264
H 5.8451 0.6007 -3.3977 0.0966
H 6.5296 1.9449 -2.7504 0.0972
H 8.3810 1.3080 -1.9408 0.1137
H 8.1603 -0.0760 -3.0854 0.1153
H 8.4461 -0.8360 -0.4261 0.1037
H 7.0427 -1.3997 -1.3277 0.0845
H 5.0155 1.9915 -0.8936 0.1030
H 4.4748 0.4769 -1.3289 0.0603
C 3.7926 2.6802 -5.0448 -0.2098
C 3.1521 1.3100 -5.3110 -0.2397
C 2.6723 0.8227 -4.0123 -0.2204
S 1.9601 2.2402 -3.0492 0.7314
O 2.5745 2.1627 -1.7480 -0.3467
O 0.5021 2.4005 -3.2359 -0.3448
C 2.8769 3.4922 -4.1331 -0.1717
H 3.9309 3.2162 -5.9838 0.1178
H 4.7690 2.4720 -4.6072 0.0975
H 3.7784 0.5960 -5.8459 0.1323
H 2.3038 1.6604 -5.8990 0.1179
H 3.6499 0.6382 -3.5668 0.0730
H 2.0584 -0.0770 -3.9709 0.1175
H 3.2195 4.2193 -3.3969 0.0966
H 2.0476 4.0084 -4.6167 0.0962
C -0.8629 6.7144 0.2265 -0.2123
C -0.4264 5.7378 1.2583 -0.2657
C 0.9718 5.2651 0.9363 -0.2130
S 1.8525 6.7822 0.3092 0.7056
O 2.5330 6.3201 -0.8915 -0.3518
O 2.6422 7.2780 1.4207 -0.3382
C 0.2875 7.7953 0.0598 -0.1637
H -1.8383 7.1256 0.4862 0.1175
H -0.9037 6.1697 -0.7168 0.1173
H -1.0664 4.8557 1.2355 0.1060
H -0.4705 6.2009 2.2440 0.1233
H 1.0136 4.4737 0.1880 0.0909
H 1.5897 4.9198 1.7652 0.1015
H 0.3848 8.3144 -0.8937 0.0934
H 0.2809 8.5035 0.8883 0.0927
C 4.0552 -4.7493 0.4656 -0.1662
C 2.6018 -4.1862 0.2887 -0.2070
C 2.2628 -4.1980 -1.2429 -0.2015
S 3.7510 -3.5009 -2.0491 0.7175
O 3.6862 -2.0535 -1.8556 -0.3524
O 3.9867 -4.1053 -3.3684 -0.3471
C 4.9193 -4.1335 -0.7154 -0.1749
H 4.0581 -5.8385 0.5072 0.1076
H 4.5208 -4.4101 1.3910 0.1024
H 2.4448 -3.1531 0.5988 0.0813
H 1.8190 -4.7362 0.8109 0.0936
H 1.3952 -3.6375 -1.5910 0.0847
H 2.2104 -5.2315 -1.5854 0.1022
H 5.5200 -3.2471 -0.5116 0.0649
H 5.5643 -4.9511 -1.0374 0.0924
C -5.3737 1.1730 -1.0344 -0.2007
C -6.3003 1.7960 0.0252 -0.1790
C -7.0779 0.5708 0.6712 -0.2042
S -7.2289 -0.7750 -0.5420 0.6858
O -8.5821 -1.0006 -0.9858 -0.3201
O -6.3629 -1.8902 -0.1754 -0.3510
C -6.2636 0.1150 -1.8764 -0.1659
H -4.4544 0.7397 -0.6403 0.0831
H -4.9641 1.9227 -1.7115 0.1018
H -6.9470 2.5792 -0.3704 0.1123
H -5.6723 2.2038 0.8173 0.0854
H -8.0875 0.7765 1.0271 0.0981
H -6.5705 0.2667 1.5867 0.0657
H -6.9956 0.7534 -2.3712 0.0908
H -5.8584 -0.6129 -2.5794 0.0742
C -0.3124 1.3469 0.3575 -0.2025
C 0.9841 0.8429 1.0535 -0.2122
C 1.4243 -0.3324 0.2481 -0.2061
S -0.1146 -1.2299 -0.3377 0.7371
O -0.2983 -2.4174 0.4893 -0.3605
O -0.1142 -1.3044 -1.8170 -0.3558
C -1.2733 0.1472 0.2248 -0.1614
H -0.0161 1.7631 -0.6054 0.0907
H -0.7281 2.0600 1.0694 0.0932
H 0.6846 0.5781 2.0676 0.0973
H 1.7672 1.5952 1.1480 0.1200
H 2.1567 -0.9245 0.7970 0.0946
H 1.8636 -0.1278 -0.7282 0.0722
H -1.5083 -0.1283 1.2529 0.0777
H -2.1830 0.1357 -0.3757 0.0859
C 2.0099 -3.7875 4.8599 -0.2321
C 1.1102 -4.6965 3.9737 -0.1800
C -0.2604 -3.9790 3.6116 -0.1685
S -0.0691 -2.2741 4.3283 0.7155
O -0.6335 -2.2949 5.6778 -0.3316
O -0.4892 -1.2273 3.4088 -0.3588
C 1.7905 -2.3590 4.4634 -0.2051
H 3.0510 -4.0426 4.6620 0.1134
H 1.7737 -3.9338 5.9139 0.1150
H 0.8487 -5.6628 4.4049 0.1080
H 1.6146 -4.9656 3.0456 0.0813
H -1.2038 -4.4303 3.9189 0.1018
H -0.2639 -3.8814 2.5260 0.0649
H 2.0215 -1.5467 5.1525 0.1071
H 2.3281 -2.2165 3.5260 0.1033
C -2.7804 0.8411 4.3430 -0.2189
C -2.7189 2.3636 4.0275 -0.2053
C -4.2135 2.8150 3.9074 -0.1691
S -5.3014 1.4888 4.7598 0.6894
O -5.8482 0.5646 3.7969 -0.3283
O -6.0692 2.1036 5.7865 -0.3235
C -3.8245 0.6362 5.5021 -0.1808
H -1.8419 0.3587 4.6161 0.0828
H -3.1953 0.3772 3.4482 0.1014
H -2.1780 2.6526 3.1263 0.0855
H -2.1711 2.9434 4.7703 0.1058
H -4.5463 2.9011 2.8730 0.0748
H -4.2425 3.7183 4.5168 0.0912
H -4.0951 -0.3950 5.7294 0.1026
H -3.4590 1.1592 6.3858 0.1019
C -3.4343 -2.7602 -2.4901 -0.1934
C -3.4636 -4.2116 -1.8800 -0.2056
C -4.9063 -4.7496 -1.9729 -0.1946
S -5.5732 -4.0527 -3.5809 0.6987
O -6.7605 -3.3380 -3.2642 -0.3269
O -5.5982 -5.1171 -4.5973 -0.3600
C -4.0823 -2.9073 -3.9252 -0.1745
H -2.4242 -2.3566 -2.5608 0.0881
H -4.0705 -2.1738 -1.8273 0.0867
H -2.9942 -4.1545 -0.8978 0.1057
H -2.7999 -4.8483 -2.4649 0.1075
H -5.5846 -4.5507 -1.1432 0.0923
H -5.0523 -5.8243 -2.0816 0.0890
H -4.3662 -2.0102 -4.4754 0.0886
H -3.4336 -3.5015 -4.5686 0.0869
```

Computed properties:
Charge = 0
Highest occupied orbital energy = -9.71 eV
Calculated total energy = -172865.3067 eV
Frontier orbital gap = 9.74 eV
Relative energy (zero: lowest compared OMol25 entry of this formula, charge and spin) = 63.1 kcal per mole